[1]
Entry from the OMol25 dataset: an isolated molecule of C24H24N4O6 at a distorted geometry (wB97M-V/def2-TZVPD).

Element x y z (Å)
C 0.69 2.70 1.76
H -0.10 3.00 2.44
H 0.76 1.61 1.77
H 1.64 3.11 2.09
C 0.37 3.18 0.35
N -0.89 2.65 -0.12
C -0.97 1.40 -0.60
O -0.02 0.63 -0.58
C -2.29 1.06 -1.14
C -2.77 -0.11 -1.71
N -4.08 0.15 -2.01
C -4.34 1.42 -1.63
N -3.30 1.99 -1.11
H -5.30 1.89 -1.75
H -4.69 -0.54 -2.42
C -2.26 -1.48 -1.94
O -3.04 -2.37 -2.26
N -0.94 -1.63 -1.79
C -0.34 -2.92 -1.62
H -1.04 -3.68 -2.00
C -0.07 -3.19 -0.14
O 0.85 -3.83 0.29
O -0.99 -2.59 0.59
C -0.85 -2.57 2.01
C -1.28 -1.22 2.52
C -0.64 -0.62 3.59
C -1.06 0.61 4.06
C -2.12 1.27 3.44
C -2.75 0.68 2.36
C -2.34 -0.56 1.91
H -2.84 -1.03 1.07
H -3.57 1.19 1.87
H -2.44 2.23 3.80
H -0.56 1.07 4.90
H 0.19 -1.12 4.07
H 0.20 -2.78 2.27
H -1.48 -3.36 2.43
H 0.60 -3.00 -2.17
H -0.42 -0.83 -1.40
H -1.71 3.23 -0.21
C 1.45 2.78 -0.68
O 1.28 2.92 -1.86
O 2.56 2.35 -0.11
C 3.62 1.92 -0.96
C 4.08 0.54 -0.59
C 3.14 -0.46 -0.34
C 3.56 -1.74 -0.02
C 4.91 -2.04 0.05
C 5.84 -1.04 -0.19
C 5.43 0.24 -0.51
H 6.16 1.01 -0.70
H 6.90 -1.27 -0.14
H 5.23 -3.04 0.30
H 2.83 -2.52 0.17
H 2.09 -0.23 -0.40
H 4.44 2.64 -0.85
H 3.27 1.94 -2.00
H 0.31 4.27 0.33

Computed properties:
Multiplicity   1
Orbital gap   9.447 eV
E_HOMO   -9.05 eV
SMILES string   C[C@H](NC(=O)c1nc[nH]c1C(=O)NCC(=O)OCc1ccccc1)C(=O)OCc1ccccc1

List of natural (NBO) charges in e, atom by atom: number 1, C, carries -0.615; number 2, H, carries 0.212; number 3, H, carries 0.234; number 4, H, carries 0.223; number 5, C, carries -0.129; number 6, N, carries -0.579; number 7, C, carries 0.679; number 8, O, carries -0.678; number 9, C, carries 0.003; number 10, C, carries 0.043; number 11, N, carries -0.481; number 12, C, carries 0.193; number 13, N, carries -0.468; number 14, H, carries 0.207; number 15, H, carries 0.449; number 16, C, carries 0.653; number 17, O, carries -0.644; number 18, N, carries -0.600; number 19, C, carries -0.333; number 20, H, carries 0.260; number 21, C, carries 0.797; number 22, O, carries -0.600; number 23, O, carries -0.510; number 24, C, carries -0.112; number 25, C, carries 0.039; number 26, C, carries -0.227; number 27, C, carries -0.209; number 28, C, carries -0.222; number 29, C, carries -0.200; number 30, C, carries -0.240; number 31, H, carries 0.221; number 32, H, carries 0.217; number 33, H, carries 0.213; number 34, H, carries 0.215; number 35, H, carries 0.213; number 36, H, carries 0.216; number 37, H, carries 0.199; number 38, H, carries 0.232; number 39, H, carries 0.443; number 40, H, carries 0.435; number 41, C, carries 0.815; number 42, O, carries -0.606; number 43, O, carries -0.503; number 44, C, carries -0.098; number 45, C, carries -0.076; number 46, C, carries -0.162; number 47, C, carries -0.216; number 48, C, carries -0.217; number 49, C, carries -0.210; number 50, C, carries -0.203; number 51, H, carries 0.206; number 52, H, carries 0.211; number 53, H, carries 0.213; number 54, H, carries 0.229; number 55, H, carries 0.223; number 56, H, carries 0.192; number 57, H, carries 0.227; number 58, H, carries 0.228

---

[2]
Entry from the OMol25 dataset: a structure of composition C24H24N6ORuS (wB97M-V/def2-TZVPD).

Element x y z (Å)
Ru 0.39 -0.21 -1.05
C -4.67 -2.38 -0.80
C -4.19 -1.57 -1.82
C -2.83 -1.45 -2.04
C -1.93 -2.14 -1.24
C -2.40 -2.95 -0.21
C -3.77 -3.07 0.00
N -0.54 -1.97 -1.46
C 0.31 -3.03 -1.45
C -0.07 -4.36 -1.74
C 0.88 -5.35 -1.74
C 2.24 -5.10 -1.44
C 2.64 -3.83 -1.15
C 1.68 -2.80 -1.15
N 1.95 -1.48 -0.87
N 3.11 -1.09 -0.56
C 3.16 0.28 -0.36
C 4.36 0.87 0.04
C 4.39 2.24 0.21
C 3.24 2.99 -0.01
C 2.09 2.33 -0.41
N 2.05 1.01 -0.57
H -5.73 -2.47 -0.63
H -4.89 -1.03 -2.46
H -2.45 -0.83 -2.85
H -1.71 -3.48 0.43
H -4.13 -3.70 0.80
H -1.09 -4.58 -1.99
H 0.58 -6.36 -1.98
H 2.95 -5.91 -1.45
H 3.66 -3.58 -0.92
H 5.22 0.24 0.19
H 5.31 2.72 0.52
H 3.24 4.06 0.10
H 1.17 2.86 -0.60
C -0.96 1.60 -2.66
O -0.93 1.20 -1.31
H -1.97 1.88 -2.95
H -0.65 0.78 -3.33
H -0.29 2.45 -2.85
C -1.82 4.19 0.88
C -1.09 3.21 1.74
C -0.64 3.46 3.02
C 0.05 2.45 3.69
N 0.29 1.26 3.12
C -0.17 1.03 1.91
S 0.01 -0.53 1.20
N -0.86 1.99 1.23
C 0.58 2.64 5.07
H -1.83 5.17 1.34
H -2.85 3.86 0.75
H -1.36 4.25 -0.10
H -0.81 4.42 3.48
H -1.08 1.80 0.22
H 0.45 3.66 5.42
H 1.64 2.38 5.09
H 0.07 1.96 5.74

Computed properties:
Multiplicity   2
Orbital gap (alpha / beta)   5.560 / 5.654 eV
E_HOMO (alpha / beta)   -9.88 / -9.93 eV
Charge   +1

List of natural (NBO) charges in e, atom by atom: number 1, Ru, carries 0.899; number 2, C, carries -0.213; number 3, C, carries -0.199; number 4, C, carries -0.243; number 5, C, carries 0.209; number 6, C, carries -0.259; number 7, C, carries -0.186; number 8, N, carries -0.599; number 9, C, carries 0.220; number 10, C, carries -0.271; number 11, C, carries -0.120; number 12, C, carries -0.250; number 13, C, carries -0.163; number 14, C, carries 0.052; number 15, N, carries -0.104; number 16, N, carries -0.213; number 17, C, carries 0.320; number 18, C, carries -0.209; number 19, C, carries -0.131; number 20, C, carries -0.250; number 21, C, carries 0.066; number 22, N, carries -0.457; number 23, H, carries 0.223; number 24, H, carries 0.220; number 25, H, carries 0.211; number 26, H, carries 0.224; number 27, H, carries 0.221; number 28, H, carries 0.238; number 29, H, carries 0.228; number 30, H, carries 0.231; number 31, H, carries 0.240; number 32, H, carries 0.253; number 33, H, carries 0.240; number 34, H, carries 0.240; number 35, H, carries 0.210; number 36, C, carries -0.268; number 37, O, carries -0.754; number 38, H, carries 0.202; number 39, H, carries 0.169; number 40, H, carries 0.174; number 41, C, carries -0.663; number 42, C, carries 0.325; number 43, C, carries -0.325; number 44, C, carries 0.344; number 45, N, carries -0.467; number 46, C, carries 0.303; number 47, S, carries 0.075; number 48, N, carries -0.536; number 49, C, carries -0.660; number 50, H, carries 0.246; number 51, H, carries 0.258; number 52, H, carries 0.239; number 53, H, carries 0.243; number 54, H, carries 0.479; number 55, H, carries 0.227; number 56, H, carries 0.254; number 57, H, carries 0.259

---

[3]
Entry from the OMol25 dataset: a structure of composition C24H24N9PbS (wB97M-V/def2-TZVPD).

Element x y z (Å)
Pb -5.50 -0.96 -3.26
C 13.18 4.01 6.49
C 12.77 2.57 6.59
N 12.83 1.86 5.56
N 12.95 1.14 4.63
C 11.74 1.07 3.72
N 12.04 0.13 2.83
S 10.43 2.01 3.87
C 12.31 1.91 7.83
C 12.10 2.64 8.98
C 11.68 1.94 10.11
C 11.50 0.58 10.02
C 11.74 -0.06 8.80
N 12.13 0.59 7.72
H 13.54 4.26 5.50
H 12.32 4.64 6.73
H 13.97 4.20 7.23
H 12.88 -0.42 2.92
H 11.38 -0.08 2.09
H 12.26 3.71 9.02
H 11.51 2.46 11.04
H 11.18 0.00 10.88
H 11.60 -1.13 8.70
C -6.55 -2.50 -6.02
N -5.99 -1.16 -5.74
C -6.86 -0.03 -6.16
C -7.69 0.48 -5.02
N -7.34 0.34 -3.76
C -8.30 1.01 -2.99
C -8.42 1.17 -1.61
C -9.50 1.90 -1.16
C -10.44 2.45 -2.05
C -10.33 2.29 -3.41
C -9.24 1.55 -3.86
N -8.82 1.19 -5.14
C -7.23 -3.08 -4.82
N -6.93 -2.73 -3.58
C -7.70 -3.53 -2.74
C -7.79 -3.58 -1.35
C -8.66 -4.50 -0.81
C -9.43 -5.35 -1.62
C -9.36 -5.31 -2.99
C -8.47 -4.38 -3.53
N -8.15 -4.06 -4.85
H -5.73 -3.16 -6.31
H -7.24 -2.47 -6.87
H -5.13 -1.08 -6.27
H -7.49 -0.30 -7.01
H -6.21 0.79 -6.49
H -7.69 0.76 -0.92
H -9.62 2.06 -0.10
H -11.27 3.01 -1.65
H -11.06 2.71 -4.09
H -9.27 1.44 -6.00
H -7.20 -2.94 -0.71
H -8.76 -4.57 0.27
H -10.10 -6.06 -1.15
H -9.95 -5.97 -3.62
H -8.52 -4.50 -5.67

Computed properties:
Multiplicity   1
Orbital gap   6.466 eV
E_HOMO   -14.26 eV
Charge   +3

List of natural (NBO) charges in e, atom by atom: number 1, Pb, carries 1.487; number 2, C, carries -0.650; number 3, C, carries 0.312; number 4, N, carries 0.115; number 5, N, carries 0.001; number 6, C, carries 0.125; number 7, N, carries -0.723; number 8, S, carries 0.005; number 9, C, carries 0.103; number 10, C, carries -0.195; number 11, C, carries -0.150; number 12, C, carries -0.199; number 13, C, carries 0.063; number 14, N, carries -0.406; number 15, H, carries 0.258; number 16, H, carries 0.269; number 17, H, carries 0.267; number 18, H, carries 0.427; number 19, H, carries 0.433; number 20, H, carries 0.236; number 21, H, carries 0.245; number 22, H, carries 0.246; number 23, H, carries 0.217; number 24, C, carries -0.281; number 25, N, carries -0.650; number 26, C, carries -0.280; number 27, C, carries 0.410; number 28, N, carries -0.654; number 29, C, carries 0.146; number 30, C, carries -0.229; number 31, C, carries -0.176; number 32, C, carries -0.165; number 33, C, carries -0.210; number 34, C, carries 0.096; number 35, N, carries -0.480; number 36, C, carries 0.412; number 37, N, carries -0.655; number 38, C, carries 0.147; number 39, C, carries -0.229; number 40, C, carries -0.176; number 41, C, carries -0.165; number 42, C, carries -0.210; number 43, C, carries 0.096; number 44, N, carries -0.480; number 45, H, carries 0.260; number 46, H, carries 0.236; number 47, H, carries 0.422; number 48, H, carries 0.237; number 49, H, carries 0.260; number 50, H, carries 0.222; number 51, H, carries 0.246; number 52, H, carries 0.249; number 53, H, carries 0.249; number 54, H, carries 0.449; number 55, H, carries 0.222; number 56, H, carries 0.246; number 57, H, carries 0.249; number 58, H, carries 0.249; number 59, H, carries 0.449

---

[4]
Entry from the OMol25 dataset: a cluster of 5 separate species, C24H24O14 in total at a distorted geometry (wB97M-V/def2-TZVPD).

Element x y z (Å)
C -1.79 4.24 -3.55
C -0.32 4.22 -3.95
C 0.43 2.98 -3.67
O 1.61 2.95 -3.84
C -0.24 1.77 -3.36
C -1.73 1.82 -2.78
C -2.50 3.06 -2.88
O -3.58 3.32 -2.27
O -2.37 0.68 -2.59
O 0.37 5.29 -4.46
H -2.48 5.12 -3.83
H 0.40 0.73 -3.29
H -3.23 0.92 -2.72
H 1.22 5.02 -4.78
C -5.43 -2.39 0.44
C -5.40 -2.93 -1.00
C -4.18 -2.91 -1.84
O -4.10 -3.35 -2.97
C -2.98 -2.34 -1.24
C -3.05 -1.75 0.21
C -4.30 -1.77 1.06
O -4.38 -1.35 2.25
O -1.99 -1.12 0.74
O -6.49 -3.45 -1.64
H -6.32 -2.34 1.00
H -2.19 -2.20 -1.98
H -1.04 -1.29 0.61
H -6.30 -4.00 -2.47
C 2.43 -2.83 4.47
C 3.23 -3.10 3.24
C 3.85 -2.00 2.54
O 4.63 -2.25 1.59
C 3.51 -0.64 2.96
C 2.80 -0.38 4.24
C 2.13 -1.53 4.91
O 1.47 -1.35 5.92
O 2.93 0.73 4.97
O 3.54 -4.37 2.80
H 2.09 -3.57 5.01
H 3.94 0.40 2.50
H 3.02 1.54 4.56
H 3.97 -4.30 1.97
C 1.80 3.21 0.38
C 0.35 2.97 0.95
O -0.61 2.71 0.16
C 0.28 2.93 2.42
H 2.19 4.04 0.70
H 1.94 3.30 -0.72
H 2.21 2.36 0.93
H -0.75 2.57 2.66
H 0.34 3.95 3.00
H 0.93 2.35 3.04
C 2.27 -2.85 -1.15
C 1.37 -1.63 -0.92
O 0.15 -1.67 -1.07
C 2.00 -0.25 -0.92
H 2.70 -2.69 -2.08
H 1.76 -3.79 -1.27
H 3.29 -3.04 -0.46
H 1.42 0.32 -0.46
H 2.47 0.25 -1.91
H 2.69 -0.33 -0.15

Computed properties:
Multiplicity   1
Orbital gap   6.046 eV
E_HOMO   -8.51 eV
SMILES string   O=C1C=C(O)C(=O)C=C1O.O=C1C=C(O)C(=O)C=C1O.O=C1C=C(O)C(=O)C=C1O.CC(C)=O.CC(C)=O

List of natural (NBO) charges in e, atom by atom: number 1, C, carries -0.355; number 2, C, carries 0.321; number 3, C, carries 0.385; number 4, O, carries -0.550; number 5, C, carries -0.357; number 6, C, carries 0.375; number 7, C, carries 0.407; number 8, O, carries -0.494; number 9, O, carries -0.589; number 10, O, carries -0.641; number 11, H, carries 0.249; number 12, H, carries 0.253; number 13, H, carries 0.491; number 14, H, carries 0.505; number 15, C, carries -0.368; number 16, C, carries 0.362; number 17, C, carries 0.413; number 18, O, carries -0.552; number 19, C, carries -0.399; number 20, C, carries 0.387; number 21, C, carries 0.409; number 22, O, carries -0.496; number 23, O, carries -0.668; number 24, O, carries -0.655; number 25, H, carries 0.240; number 26, H, carries 0.257; number 27, H, carries 0.540; number 28, H, carries 0.522; number 29, C, carries -0.317; number 30, C, carries 0.327; number 31, C, carries 0.410; number 32, O, carries -0.550; number 33, C, carries -0.409; number 34, C, carries 0.378; number 35, C, carries 0.406; number 36, O, carries -0.459; number 37, O, carries -0.623; number 38, O, carries -0.625; number 39, H, carries 0.228; number 40, H, carries 0.235; number 41, H, carries 0.498; number 42, H, carries 0.505; number 43, C, carries -0.695; number 44, C, carries 0.583; number 45, O, carries -0.539; number 46, C, carries -0.764; number 47, H, carries 0.213; number 48, H, carries 0.243; number 49, H, carries 0.211; number 50, H, carries 0.262; number 51, H, carries 0.255; number 52, H, carries 0.230; number 53, C, carries -0.725; number 54, C, carries 0.604; number 55, O, carries -0.578; number 56, C, carries -0.694; number 57, H, carries 0.241; number 58, H, carries 0.238; number 59, H, carries 0.239; number 60, H, carries 0.207; number 61, H, carries 0.255; number 62, H, carries 0.216

---

no.,DFT total energy (eV)
1,-43525.629
2,-49677.499
3,-54749.275
4,-53928.761